# C18H33AlBr3ClF13K2N2O7S2

C18H33AlBr3ClF13K2N2O7S2 as an isolated structure (ωB97M-V with the def2-TZVPD basis set, the OMol25 dataset).

Structure (XYZ):
```
82
Properties=species:S:1:pos:R:3:mulliken_charge:R:1
F 3.540 -0.447 5.200 -0.24
C 2.322 0.259 5.716 0.62
F 1.508 -0.595 6.647 -0.19
F 2.862 1.365 6.592 -0.23
C 1.437 1.005 4.553 0.55
F 2.253 2.204 4.129 -0.27
F 0.170 1.605 5.116 -0.24
C 1.194 0.129 3.190 0.39
F 2.438 -0.071 2.387 -0.25
F 0.295 0.972 2.315 -0.32
C 0.342 -1.279 3.431 0.79
F -0.568 -1.400 2.270 -0.41
F -0.555 -1.202 4.645 -0.28
C 1.340 -2.547 3.686 -0.73
C 1.207 -3.794 2.643 -1.50
C 2.538 -4.038 1.686 0.26
C 2.934 -3.142 0.350 -0.65
N 4.211 -3.807 -0.183 -0.11
C 4.530 -4.969 0.769 -0.24
N 3.552 -5.144 1.936 -0.05
H 1.116 -2.982 4.775 0.36
H 2.497 -2.255 3.720 0.35
H 0.272 -3.785 1.943 0.49
H 1.111 -4.788 3.298 0.64
H 2.356 -2.229 -0.104 0.41
H 4.747 -3.528 -1.035 0.27
H 5.453 -5.675 0.594 0.36
H 3.579 -5.848 2.709 0.33
O 1.832 -3.832 -3.372 -0.63
S 1.918 -2.835 -4.419 1.22
O 2.522 -1.539 -4.199 -0.61
O 0.440 -2.621 -5.070 -0.27
C -0.644 -2.303 -4.210 -0.56
C -0.620 -0.841 -3.805 -0.54
C 2.681 -3.575 -5.841 -0.99
H -0.650 -2.957 -3.331 0.29
H -1.565 -2.504 -4.768 0.21
H 0.237 -0.626 -3.161 0.27
H -1.530 -0.576 -3.258 0.31
H -0.534 -0.196 -4.685 0.30
H 2.192 -4.529 -6.049 0.31
H 3.737 -3.738 -5.612 0.37
H 2.584 -2.895 -6.689 0.33
F -3.697 -2.180 5.276 -0.47
Al -3.018 -3.801 5.669 0.61
F -1.439 -4.010 4.828 -0.07
F -4.162 -5.080 5.123 -0.47
F -2.773 -3.934 7.448 -0.46
Cl 0.413 -4.351 5.256 -0.71
K 0.462 -5.742 1.380 1.05
C -2.446 3.539 -2.844 -0.60
S -2.912 2.799 -4.428 0.32
O -2.317 1.423 -4.474 -0.53
C -1.875 3.875 -5.447 -0.86
H -2.953 2.995 -2.044 0.26
H -1.365 3.468 -2.702 0.16
H -2.760 4.586 -2.824 0.38
H -0.829 3.783 -5.143 0.21
H -2.207 4.910 -5.340 0.43
H -1.977 3.569 -6.491 0.31
K -2.428 -0.315 2.081 1.06
O 4.101 2.896 8.626 -0.91
H 3.899 2.077 8.210 0.24
O 0.671 3.281 -3.201 -0.65
H 1.604 3.024 -3.163 0.29
H 0.210 2.456 -3.415 0.25
C -0.694 8.044 -1.034 -1.30
C -2.221 7.873 -1.089 0.43
C -2.713 7.271 0.238 -1.24
O -2.498 7.011 -2.052 -0.85
H -0.170 7.093 -0.872 0.25
H -0.306 8.487 -1.960 0.30
H -0.415 8.713 -0.211 0.39
H -2.636 8.890 -1.130 0.13
H -2.264 6.292 0.448 0.22
H -3.804 7.149 0.243 0.30
H -2.456 7.933 1.074 0.39
C -4.710 -2.596 -2.153 -0.37
Br -2.824 -2.958 -1.844 0.02
Br -5.647 -2.177 -0.501 -0.03
Br -4.971 -1.220 -3.503 0.02
H -5.152 -3.518 -2.547 0.38
```

Energy ... -355394.748 eV
Charge ... -1
Max |F| ... 9.459 eV/Å